# 1
3 unconnected molecules or ions with the total composition C30H21NO8. Source: OMol25; level of theory: ωB97M-V/def2-TZVPD.

Structure (XYZ):
```
60
C30H21NO8, DFT ωB97M-V/def2-TZVPD
N -0.157 -4.962 2.878
C -0.336 -3.559 2.820
O 0.493 -2.749 2.507
O -1.600 -3.199 3.234
C -2.482 -2.870 2.171
O -2.736 -4.010 1.399
O -3.481 -4.928 2.212
H -0.475 -5.365 1.997
H 0.840 -5.147 2.951
H -3.391 -2.483 2.637
H -2.039 -2.144 1.475
H -2.794 -5.266 2.815
C -6.450 -2.306 -2.284
C -5.635 -2.560 -1.185
C -4.504 -1.789 -0.977
C -4.177 -0.777 -1.866
C -4.988 -0.527 -2.973
C -6.130 -1.293 -3.174
C -4.639 0.543 -3.951
O -5.347 0.775 -4.907
C -3.384 1.316 -3.713
C -3.012 2.292 -4.628
C -1.855 3.025 -4.425
C -1.064 2.791 -3.305
C -1.428 1.819 -2.389
C -2.586 1.077 -2.591
C -2.951 0.025 -1.604
O -2.270 -0.182 -0.619
H -7.338 -2.903 -2.447
H -5.880 -3.356 -0.495
H -3.859 -1.974 -0.130
H -6.754 -1.088 -4.033
H -3.638 2.465 -5.493
H -1.565 3.782 -5.142
H -0.162 3.367 -3.148
H -0.823 1.624 -1.513
C 8.024 3.005 1.768
C 7.442 3.663 2.846
C 6.111 3.444 3.158
C 5.353 2.568 2.389
C 5.935 1.914 1.303
C 7.274 2.133 0.998
C 5.141 0.985 0.446
O 5.653 0.411 -0.492
C 3.703 0.795 0.780
C 2.929 -0.035 -0.023
C 1.592 -0.233 0.273
C 1.020 0.391 1.377
C 1.784 1.220 2.179
C 3.126 1.429 1.883
C 3.924 2.338 2.753
O 3.433 2.877 3.722
H 9.066 3.174 1.529
H 8.029 4.348 3.443
H 5.644 3.944 3.995
H 7.710 1.614 0.156
H 3.389 -0.518 -0.874
H 0.986 -0.874 -0.354
H -0.024 0.230 1.600
H 1.354 1.714 3.039
```

## Properties
Charge ... 0
Multiplicity ... 1
HOMO-LUMO gap ... 8.50 eV
HOMO energy ... -9.610 eV
SMILES ... O=C1c2ccccc2C(=O)c2ccccc21.O=C1c2ccccc2C(=O)c2ccccc21.NC(=O)OCOO



# 2
A molecular structure, C30H22AlBrCl5N3O5S. Source: OMol25; level of theory: ωB97M-V/def2-TZVPD.

Structure (XYZ):
```
68
C30H22AlBrCl5N3O5S, DFT ωB97M-V/def2-TZVPD
Al 0.710 -0.669 -0.550
O 1.432 1.127 -0.288
C 0.560 2.259 -0.011
C -0.811 1.570 0.096
O -1.773 2.104 0.617
O -0.821 0.407 -0.459
C 0.502 3.177 -1.232
C 0.306 4.544 -1.077
C 0.208 5.365 -2.192
C 0.309 4.828 -3.467
C 0.491 3.461 -3.626
C 0.582 2.637 -2.514
C 1.080 2.950 1.238
C 2.374 3.468 1.179
C 2.946 4.081 2.280
C 2.221 4.197 3.460
C 0.933 3.691 3.523
C 0.361 3.067 2.419
H 2.342 1.402 -0.482
H 0.219 4.967 -0.084
H 0.061 6.430 -2.060
H 0.236 5.470 -4.335
H 0.560 3.030 -4.616
H 0.703 1.571 -2.657
H 2.944 3.409 0.256
H 3.953 4.474 2.216
H 2.660 4.683 4.323
H 0.361 3.778 4.439
H -0.647 2.685 2.479
Cl 3.839 0.723 -2.061
C 3.846 -0.856 -1.281
C 2.672 -1.428 -0.778
C 2.843 -2.768 -0.371
Cl 1.469 -3.732 0.096
C 4.073 -3.431 -0.347
Cl 4.208 -5.047 0.229
C 5.211 -2.781 -0.804
Cl 6.731 -3.579 -0.797
C 5.091 -1.491 -1.300
Cl 6.486 -0.711 -1.944
C -0.978 -3.736 3.026
N -1.744 -2.622 2.509
C -3.206 -2.617 2.593
C -3.586 -1.289 1.914
N -2.279 -0.704 1.619
C -1.277 -1.499 1.959
S 0.404 -1.139 1.815
H -1.393 -4.663 2.630
H -1.022 -3.761 4.117
H 0.058 -3.636 2.717
H -3.525 -2.666 3.636
H -3.598 -3.483 2.065
H -4.152 -0.633 2.572
H -4.160 -1.441 1.000
H -2.167 0.147 1.079
Br -6.301 -2.685 -2.910
C -4.593 -2.902 -2.134
C -4.453 -3.690 -1.002
N -3.276 -3.880 -0.405
C -2.208 -3.274 -0.927
C -2.263 -2.473 -2.057
C -3.486 -2.285 -2.681
C -1.047 -1.784 -2.606
O -1.013 -1.398 -3.750
O -0.077 -1.658 -1.740
H -5.315 -4.183 -0.565
H -1.261 -3.438 -0.423
H -3.551 -1.670 -3.569
```

## Properties
Charge ... 0
Multiplicity ... 1
HOMO-LUMO gap ... 9.30 eV
HOMO energy ... -9.011 eV



# 3
A molecular structure, C30H22Cl4MgN7O4S at a distorted geometry. Source: OMol25; level of theory: ωB97M-V/def2-TZVPD.

Structure (XYZ):
```
69
C30H22Cl4MgN7O4S, DFT ωB97M-V/def2-TZVPD
Mg 6.605 -20.851 -2.815
C 10.105 -22.837 -1.170
C 9.611 -21.501 -1.655
N 9.699 -21.113 -2.842
N 10.446 -21.997 -3.648
C 11.558 -21.536 -4.257
N 12.315 -22.546 -4.761
S 12.069 -19.953 -4.218
C 8.925 -20.591 -0.652
C 9.547 -20.362 0.543
C 8.904 -19.604 1.512
C 7.703 -19.024 1.166
C 7.136 -19.326 -0.074
N 7.708 -20.143 -0.955
H 9.336 -23.630 -1.257
H 10.496 -22.839 -0.149
H 10.929 -23.249 -1.735
H 9.936 -22.797 -4.014
H 12.032 -23.526 -4.800
H 13.079 -22.387 -5.382
H 10.522 -20.794 0.747
H 9.382 -19.391 2.462
H 7.181 -18.474 1.901
H 6.204 -18.884 -0.284
Cl 8.589 -26.885 -5.069
C 7.955 -25.653 -4.105
C 7.390 -25.922 -2.860
Cl 7.423 -27.588 -2.203
C 6.913 -24.916 -2.022
Cl 6.506 -25.215 -0.372
C 6.868 -23.588 -2.449
O 6.466 -22.599 -1.740
C 7.347 -23.282 -3.794
O 7.351 -22.047 -4.217
C 7.915 -24.322 -4.532
Cl 8.626 -23.893 -6.066
C 8.198 -15.526 2.115
O 6.869 -15.535 1.671
C 6.605 -15.172 0.397
C 7.370 -14.235 -0.283
C 7.048 -13.877 -1.606
C 5.933 -14.452 -2.166
C 5.141 -15.324 -1.457
C 5.453 -15.674 -0.162
N 5.616 -13.831 -3.479
N 5.215 -14.451 -4.475
C 5.094 -15.879 -4.364
C 3.861 -16.454 -4.127
C 3.835 -17.750 -3.629
C 4.980 -18.503 -3.338
O 4.999 -19.738 -2.911
C 6.240 -17.895 -3.685
N 7.322 -18.707 -3.445
C 8.498 -18.160 -3.663
C 8.675 -16.860 -4.125
C 7.581 -16.087 -4.425
C 6.305 -16.601 -4.167
H 8.294 -15.878 3.154
H 8.619 -14.524 2.062
H 8.779 -16.135 1.453
H 8.247 -13.818 0.162
H 7.628 -13.140 -2.120
H 4.239 -15.736 -1.940
H 4.818 -16.483 0.293
H 2.965 -15.857 -4.340
H 2.889 -18.215 -3.433
H 9.349 -18.694 -3.358
H 9.627 -16.457 -4.334
H 7.743 -15.137 -4.869
```

## Properties
Charge ... -1
Multiplicity ... 1
HOMO-LUMO gap ... 6.25 eV
ΔE to the lowest compared entry with this formula, charge and spin ... 22.7 kcal/mol
HOMO energy ... -4.172 eV



# 4
A molecular structure, C30H22CoN5 at a distorted geometry. Source: OMol25; level of theory: ωB97M-V/def2-TZVPD.

Structure (XYZ):
```
58
C30H22CoN5, DFT ωB97M-V/def2-TZVPD
Co 0.346 -0.581 0.614
C 2.054 -0.337 3.056
C 0.775 -0.766 2.667
C -0.365 0.220 2.684
C 0.126 1.618 2.486
C 1.410 1.958 2.735
C 2.384 0.997 3.106
H 2.797 -1.086 3.289
H 0.519 -1.799 2.908
H -0.960 0.170 3.616
H -0.614 2.380 2.285
H 1.714 2.988 2.651
H 3.365 1.314 3.417
C -3.510 -1.139 2.239
C -2.158 -1.272 2.108
N -1.332 -0.267 1.567
C -2.040 0.740 0.854
C -3.423 0.936 1.034
C -4.164 0.004 1.792
C -4.025 2.036 0.394
C -3.271 2.892 -0.377
C -1.923 2.662 -0.604
C -1.294 1.534 -0.048
N -0.032 1.062 -0.264
C 0.972 1.498 -1.065
C 1.005 2.530 -2.003
C 2.187 2.835 -2.679
C 3.348 2.134 -2.471
C 3.350 1.037 -1.592
C 4.481 0.232 -1.352
C 4.377 -0.830 -0.491
C 3.148 -1.118 0.103
N 2.072 -0.375 -0.091
C 2.159 0.710 -0.905
H -4.063 -1.921 2.735
H -1.646 -2.126 2.527
H -5.211 0.165 1.980
H -5.085 2.187 0.513
H -3.738 3.747 -0.839
H -1.374 3.372 -1.197
H 0.127 3.108 -2.235
H 2.180 3.657 -3.379
H 4.262 2.396 -2.978
H 5.406 0.460 -1.856
H 5.225 -1.459 -0.275
H 3.039 -1.982 0.744
N -2.365 -4.831 -4.875
C -1.924 -4.222 -4.013
C -1.380 -3.478 -2.936
C -0.172 -2.795 -3.066
C 0.320 -2.097 -1.983
N -0.301 -2.034 -0.798
C -1.458 -2.693 -0.681
C -2.034 -3.417 -1.706
H 0.377 -2.811 -3.994
H 1.260 -1.572 -2.075
H -1.953 -2.643 0.281
H -2.969 -3.931 -1.553
```

## Properties
Charge ... +1
Multiplicity ... 2
HOMO-LUMO gap (spin up / spin down) ... 4.39 / 4.18 eV
ΔE to the lowest compared entry with this formula, charge and spin ... 112.0 kcal/mol
HOMO energy (spin up / spin down) ... -9.392 / -9.210 eV



It is found that the calculated total energy values, taken in the order of the records, are -1812.4530, -7212.7233, -4279.8922, -2812.6538 Eh.